The following is a quantum chemistry calculation of a cluster of 9 separate species, C14H48N14O9 in total, from the Open Molecules 2025 dataset.

Bonds (Å) are listed after each position.
Positions of all 85 atoms, in Å:
1 C -1.4092 -0.6992 -5.1928  O2 1.406, H7 1.090, H8 1.090, H9 1.090
2 O -2.3693 -0.0122 -4.4298  C1 1.406, C3 1.407
3 C -2.0899 1.3211 -4.0762  O2 1.407, C4 1.561, H10 1.090, H11 1.090
4 C -1.3308 1.4614 -2.7196  C3 1.561, C5 1.549, N6 1.477, H12 1.090
5 C -1.4666 2.9677 -2.3853  C4 1.549, H13 1.090, H14 1.090, H15 1.090
6 N 0.1144 1.1708 -2.8181  C4 1.477, H16 1.010, H17 1.010
7 H -2.0178 -1.5419 -5.5206  C1 1.090
8 H -0.5356 -1.0499 -4.6433  C1 1.090
9 H -1.1011 -0.1483 -6.0815  C1 1.090
10 H -1.6426 1.7197 -4.9868  C3 1.090
11 H -3.1093 1.6794 -3.9330  C3 1.090
12 H -1.8807 0.9384 -1.9371  C4 1.090
13 H -2.5137 3.2606 -2.3081  C5 1.090
14 H -1.0233 3.5337 -3.2046  C5 1.090
15 H -0.8694 3.3805 -1.5722  C5 1.090
16 H 0.4879 1.7676 -2.0939  N6 1.010
17 H 0.1699 0.2058 -2.5252  N6 1.010
18 C 2.8654 -1.0991 1.4988  O19 1.432, H24 1.090, H25 1.090, H26 1.090
19 O 4.0962 -0.5224 1.9488  C18 1.432, C20 1.406
20 C 4.7222 0.1421 0.8799  O19 1.406, C21 1.565, H27 1.090, H28 1.090
21 C 6.0554 0.7729 1.4022  C20 1.565, C22 1.492, N23 1.388, H29 1.090
22 C 6.8104 1.4416 0.3031  C21 1.492, H30 1.090, H31 1.090, H32 1.090
23 N 6.8366 -0.2074 1.9983  C21 1.388, H33 1.010, H34 1.010
24 H 2.9941 -1.8414 0.7109  C18 1.090
25 H 2.1298 -0.3617 1.1775  C18 1.090
26 H 2.4463 -1.7482 2.2676  C18 1.090
27 H 4.9611 -0.5599 0.0810  C20 1.090
28 H 4.1095 0.9272 0.4368  C20 1.090
29 H 5.7337 1.4800 2.1668  C21 1.090
30 H 6.2782 2.2909 -0.1255  C22 1.090
31 H 7.3293 0.8453 -0.4474  C22 1.090
32 H 7.5504 2.1560 0.6639  C22 1.090
33 H 6.3521 -0.6404 2.7715  N23 1.010
34 H 7.5533 0.2444 2.5482  N23 1.010
35 N -4.0641 2.8130 -0.6248  C36 1.304, H39 1.010, H40 1.010
36 C -3.5049 2.3061 0.4381  N35 1.304, N37 1.314, O38 1.235
37 N -3.3793 3.3085 1.2786  C36 1.314, H41 1.010, H42 1.010
38 O -3.1997 1.1481 0.7391  C36 1.235
39 H -4.1671 3.8175 -0.6489  N35 1.010
40 H -4.2688 2.2116 -1.4100  N35 1.010
41 H -2.8731 3.1682 2.1412  N37 1.010
42 H -3.7378 4.2307 1.0755  N37 1.010
43 N 2.0536 -0.8325 -1.7554  C44 1.277, H47 1.010, H48 1.010
44 C 3.1831 -0.6516 -2.3224  N43 1.277, N45 1.327, O46 1.210
45 N 3.6238 0.5883 -2.1529  C44 1.327, H49 1.010, H50 1.010
46 O 3.8048 -1.4595 -2.9742  C44 1.210
47 H 1.6976 0.0149 -1.3366  N43 1.010
48 H 1.6323 -1.7469 -1.8362  N43 1.010
49 H 3.0363 1.2319 -1.6424  N45 1.010
50 H 4.3322 0.7765 -2.8477  N45 1.010
51 N -1.6276 -4.8941 -1.1782  C52 1.329, H55 1.010, H56 1.010
52 C -2.1397 -5.2976 -0.0200  N51 1.329, N53 1.277, O54 1.228
53 N -1.4675 -4.9111 0.9944  C52 1.277, H57 1.010, H58 1.010
54 O -3.1429 -5.9906 0.1264  C52 1.228
55 H -0.7990 -4.3179 -1.2172  N51 1.010
56 H -2.0739 -5.2185 -2.0242  N51 1.010
57 H -1.5947 -5.2484 1.9379  N53 1.010
58 H -0.7852 -4.2018 0.7677  N53 1.010
59 N 2.1421 3.0620 1.0685  C60 1.330, H63 1.010, H64 1.010
60 C 1.3687 2.1724 0.4533  N59 1.330, N61 1.318, O62 1.173
61 N 0.3201 1.8077 1.1636  C60 1.318, H65 1.010, H66 1.010
62 O 1.5850 1.6880 -0.5928  C60 1.173
63 H 1.8741 3.4171 1.9753  N59 1.010
64 H 2.9988 3.3896 0.6457  N59 1.010
65 H -0.3841 1.1986 0.7723  N61 1.010
66 H 0.0323 2.2526 2.0235  N61 1.010
67 N -1.2179 -1.3731 1.3537  C68 1.303, H71 1.010, H72 1.010
68 C -1.2090 -1.7513 0.1063  N67 1.303, N69 1.285, O70 1.205
69 N -2.3262 -1.5210 -0.4852  C68 1.285, H73 1.010, H74 1.010
70 O -0.2738 -2.2708 -0.4481  C68 1.205
71 H -1.9660 -0.9507 1.8847  N67 1.010
72 H -0.3650 -1.5751 1.8555  N67 1.010
73 H -2.2959 -1.6842 -1.4815  N69 1.010
74 H -2.8565 -0.8266 0.0214  N69 1.010
75 N -4.7581 -0.0815 2.8200  C76 1.282, H79 1.010, H80 1.010
76 C -4.3734 -1.1524 3.4107  N75 1.282, N77 1.307, O78 1.207
77 N -5.2516 -1.4972 4.3146  C76 1.307, H81 1.010, H82 1.010
78 O -3.3139 -1.6688 3.1487  C76 1.207
79 H -5.7314 0.1869 2.8497  N75 1.010
80 H -4.0999 0.2136 2.1131  N75 1.010
81 H -4.9162 -2.0020 5.1226  N77 1.010
82 H -6.2279 -1.2624 4.2058  N77 1.010
83 O -1.4720 -1.2342 5.5496  H84 0.957, H85 0.957
84 H -1.8985 -0.9939 4.7270  O83 0.957
85 H -2.1591 -1.6629 6.0599  O83 0.957

## Properties
LUMO level, eV: -0.469
2S+1: 1

Here are the Mulliken charges for atoms 1 to 2, given in e: number 1, C, carries -0.604; number 2, O, carries -0.376

---

The following is a quantum chemistry calculation of the molecule C16H27N5O4, from the Open Molecules 2025 dataset.

Bonds (Å) are listed after each position.
Positions of all 52 atoms, in Å:
1 C 3.2966 3.1320 0.2495  C2 1.526, H26 1.089, H27 1.087, H28 1.086
2 C 4.0706 2.3894 -0.8360  C1 1.526, O3 1.409, C4 1.545, H29 1.097
3 O 4.7287 3.2770 -1.7100  C2 1.409, H30 0.965
4 C 5.0721 1.3921 -0.2113  C2 1.545, C5 1.485, H31 1.092, H32 1.092
5 C 4.3677 0.2371 0.4000  C4 1.485, C6 1.381, N25 1.352
6 C 4.0896 -1.0069 -0.1309  C5 1.381, N7 1.353, H33 1.069
7 N 3.3854 -1.6374 0.8365  C6 1.353, C8 1.433, N24 1.328
8 C 2.8127 -2.9502 0.7979  N7 1.433, C9 1.537, H34 1.093, H35 1.095
9 C 1.8042 -3.1104 -0.3503  C8 1.537, O10 1.215, N11 1.346
10 O 1.9730 -3.9608 -1.2017  C9 1.215
11 N 0.7535 -2.2686 -0.3695  C9 1.346, C12 1.450, C23 1.457
12 C 0.4641 -1.2279 0.5971  N11 1.450, C13 1.525, H36 1.091, H37 1.098
13 C -1.0412 -1.0028 0.6946  C12 1.525, N14 1.447, H38 1.092, H39 1.098
14 N -1.5634 -0.5980 -0.5931  C13 1.447, C15 1.360, C22 1.448
15 C -2.8124 -0.0841 -0.7494  N14 1.360, O16 1.209, O17 1.342
16 O -3.2856 0.1670 -1.8335  C15 1.209
17 O -3.3975 0.1015 0.4437  C15 1.342, C18 1.450
18 C -4.7135 0.7040 0.5254  O17 1.450, C19 1.528, C20 1.529, C21 1.528
19 C -4.6918 2.1116 -0.0687  C18 1.528, H40 1.086, H41 1.086, H42 1.088
20 C -4.9986 0.7601 2.0269  C18 1.529, H43 1.087, H44 1.087, H45 1.086
21 C -5.7431 -0.1754 -0.1830  C18 1.528, H46 1.086, H47 1.086, H48 1.088
22 C -0.8085 -1.0135 -1.7566  N14 1.448, C23 1.520, H49 1.097, H50 1.092
23 C -0.1733 -2.3681 -1.4897  N11 1.457, C22 1.520, H51 1.096, H52 1.092
24 N 3.2379 -0.8333 1.8836  N7 1.328, N25 1.279
25 N 3.8175 0.2792 1.6337  C5 1.352, N24 1.279
26 H 3.9733 3.7688 0.8177  C1 1.089
27 H 2.5243 3.7544 -0.1956  C1 1.087
28 H 2.8417 2.4241 0.9365  C1 1.086
29 H 3.3768 1.8371 -1.4811  C2 1.097
30 H 5.3066 3.8465 -1.1884  O3 0.965
31 H 5.6571 1.9055 0.5547  C4 1.092
32 H 5.7415 1.0364 -0.9968  C4 1.092
33 H 4.3301 -1.4691 -1.0643  C6 1.069
34 H 2.3405 -3.1363 1.7657  C8 1.093
35 H 3.5952 -3.6979 0.6330  C8 1.095
36 H 0.8423 -1.5032 1.5826  C12 1.091
37 H 0.9462 -0.2872 0.3011  C12 1.098
38 H -1.2467 -0.2184 1.4266  C13 1.092
39 H -1.5335 -1.9227 1.0380  C13 1.098
40 H -4.4798 2.0657 -1.1331  C19 1.086
41 H -5.6578 2.5857 0.0797  C19 1.086
42 H -3.9253 2.7113 0.4178  C19 1.088
43 H -4.2478 1.3658 2.5276  C20 1.087
44 H -4.9726 -0.2409 2.4493  C20 1.087
45 H -5.9784 1.1938 2.2019  C20 1.086
46 H -6.7367 0.2411 -0.0449  C21 1.086
47 H -5.5243 -0.2243 -1.2459  C21 1.086
48 H -5.7218 -1.1823 0.2288  C21 1.088
49 H -0.0343 -0.2727 -1.9914  C22 1.097
50 H -1.4985 -1.0650 -2.6015  C22 1.092
51 H -0.9489 -3.1089 -1.2639  C23 1.096
52 H 0.3860 -2.7207 -2.3594  C23 1.092

## Properties
LUMO level, eV: 0.547
2S+1: 1

Here are the Mulliken charges for atoms 1 to 2, given in e: number 1, C, carries -1.268; number 2, C, carries 0.241

---

The following is a quantum chemistry calculation of a cluster of 2 separate species, C26H30N3O7S2 in total, from the Open Molecules 2025 dataset.

Bonds (Å) are listed after each position.
Positions of all 68 atoms, in Å:
1 C 6.4105 -1.9231 1.6830  N2 1.453, H22 1.096, H23 1.103, H24 1.099
2 N 5.0053 -2.2906 1.6666  C1 1.453, C3 1.453, C4 1.386
3 C 4.6274 -3.3393 2.5988  N2 1.453, H25 1.095, H26 1.098, H27 1.098
4 C 4.0398 -1.6096 0.9420  N2 1.386, C5 1.418, C21 1.416
5 C 4.0909 -1.5614 -0.4745  C4 1.418, C6 1.391, H28 1.088
6 C 2.9615 -1.1686 -1.1843  C5 1.391, C7 1.422, H29 1.084
7 C 1.8169 -0.6498 -0.5192  C6 1.422, C8 1.439, C20 1.405
8 C 0.6145 -0.3080 -1.2325  C7 1.439, C9 1.385, H30 1.075
9 C 0.2067 -1.0657 -2.3182  C8 1.385, C10 1.449, C18 1.465
10 C -0.3972 -0.3352 -3.4148  C9 1.449, O11 1.240, N12 1.408
11 O -0.6353 0.8796 -3.3483  C10 1.240
12 N -0.6440 -1.0154 -4.6232  C10 1.408, C13 1.460, C14 1.392
13 C -1.1785 -0.1889 -5.7015  N12 1.460, H31 1.090, H32 1.098, H33 1.092
14 C -0.6626 -2.4018 -4.7460  N12 1.392, S15 1.674, N16 1.387
15 S -1.2031 -3.2159 -6.1051  C14 1.674
16 N -0.0637 -3.0751 -3.6919  C14 1.387, C17 1.467, C18 1.408
17 C 0.0600 -4.5291 -3.8455  N16 1.467, H34 1.087, H35 1.097, H36 1.096
18 C 0.4742 -2.4908 -2.5297  C9 1.465, N16 1.408, O19 1.246
19 O 1.1036 -3.2123 -1.7330  C18 1.246
20 C 1.8813 -0.4875 0.8747  C7 1.405, C21 1.385, H37 1.090
21 C 2.9371 -1.0129 1.6002  C4 1.416, C20 1.385, H38 1.092
22 H 6.5762 -1.0473 1.0450  C1 1.096
23 H 6.7236 -1.6800 2.7121  C1 1.103
24 H 7.0066 -2.7680 1.3101  C1 1.099
25 H 3.5682 -3.5849 2.4714  C3 1.095
26 H 5.2196 -4.2345 2.3689  C3 1.098
27 H 4.7993 -3.0409 3.6418  C3 1.098
28 H 4.9755 -1.9316 -0.9884  C5 1.088
29 H 2.9505 -1.2045 -2.2681  C6 1.084
30 H 0.0958 0.5949 -0.9649  C8 1.075
31 H -1.1494 -0.8276 -6.5838  C13 1.090
32 H -2.2110 0.1148 -5.4851  C13 1.098
33 H -0.5524 0.6981 -5.8148  C13 1.092
34 H 0.5770 -4.9462 -2.9853  C17 1.087
35 H -0.9451 -4.9545 -3.9570  C17 1.097
36 H 0.6234 -4.7185 -4.7667  C17 1.096
37 H 1.0631 0.0423 1.3634  C20 1.090
38 H 2.9482 -0.9406 2.6894  C21 1.092
39 C 1.0436 4.4822 3.8854  C40 1.517, H56 1.091, H57 1.099, H58 1.099
40 C 1.3583 3.5484 2.7326  C39 1.517, O41 1.462, H59 1.100, H60 1.104
41 O 0.0421 3.1272 2.2567  C40 1.462, C42 1.355
42 C -0.0066 2.3607 1.1401  O41 1.355, C43 1.509, O55 1.225
43 C -1.2998 1.5893 1.0487  C42 1.509, O44 1.307, S46 1.881
44 O -1.6911 1.1829 -0.1301  C43 1.307, C45 1.526
45 C -2.3368 2.1405 -1.1270  O44 1.526, H61 1.094, H62 1.110, H63 1.101
46 S -2.5754 2.3516 2.2019  C43 1.881, C47 1.821, O53 1.454, O54 1.465
47 C -4.2664 1.7011 2.0204  S46 1.821, C48 1.397, C52 1.394
48 C -5.3245 2.6011 1.8689  C47 1.397, C49 1.398, H64 1.090
49 C -6.6301 2.1111 1.7744  C48 1.398, C50 1.404, H65 1.095
50 C -6.8725 0.7341 1.9043  C49 1.404, C51 1.406, H66 1.097
51 C -5.7965 -0.1602 2.0399  C50 1.406, C52 1.400, H67 1.096
52 C -4.4864 0.3275 2.1095  C47 1.394, C51 1.400, H68 1.090
53 O -2.2288 2.1119 3.5937  S46 1.454
54 O -2.7003 3.7090 1.6659  S46 1.465
55 O 0.8366 2.3405 0.2520  C42 1.225
56 H 1.9338 4.6592 4.4911  C39 1.091
57 H 0.7036 5.4625 3.5228  C39 1.099
58 H 0.2676 4.0673 4.5442  C39 1.099
59 H 1.8837 4.0491 1.9056  C40 1.100
60 H 1.9230 2.6666 3.0834  C40 1.104
61 H -2.6530 1.4851 -1.9440  C45 1.094
62 H -3.1696 2.6601 -0.6092  C45 1.110
63 H -1.5786 2.8507 -1.4905  C45 1.101
64 H -5.1142 3.6683 1.8023  C48 1.090
65 H -7.4474 2.8151 1.5877  C49 1.095
66 H -7.9060 0.3680 1.8870  C50 1.097
67 H -5.9888 -1.2384 2.0702  C51 1.096
68 H -3.6342 -0.3418 2.2262  C52 1.090

## Properties
LUMO level, eV: 1.427
Total charge: -1
2S+1: 1

Here are the Mulliken charges for atoms 1 to 2, given in e: number 1, C, carries -1.061; number 2, N, carries 0.220